Record 1
Molecular formula: C36H97N3O11
Method: DFT, ωB97M-V with the def2-TZVPD basis set

Properties
Net charge: 0
Structure (SMILES): COC[C@H](C)N.COC[C@H](C)N.COC[C@H](C)N.CC(C)O.CC(C)O.CC(C)O.CC(C)O.CC(C)O.CC(C)O.CC(C)O.CC(C)O

The geometry in XYZ format:
```
147
Properties=species:S:1:pos:R:3:forces:R:3
C 1.710025 3.799275 -2.548416 1.0213 -0.5097 -0.1884
O 1.717235 2.369855 -2.749496 -0.2432 0.6346 1.4053
C 0.813195 1.897305 -3.683846 -0.7213 0.4918 -3.0038
C 1.458855 1.997855 -5.114376 -0.0117 0.5548 1.3881
C 0.560895 1.622885 -6.242106 -0.9228 0.1555 -0.2857
N 2.638285 1.202845 -5.152246 0.9515 -1.1872 -0.7900
H 0.742665 4.244875 -2.316556 -0.2285 -0.4278 0.0436
H 2.143445 4.305635 -3.410876 -0.1530 0.0059 -0.2174
H 2.415645 3.954695 -1.732306 -0.2119 0.1120 0.1582
H 0.432705 0.889245 -3.519086 0.7969 -0.3690 0.4378
H -0.114705 2.468365 -3.715336 -0.0882 0.5683 0.2624
H 1.736055 3.030955 -5.324016 -0.2042 0.6622 0.4607
H 0.024175 0.694765 -6.045596 -0.0294 -0.0597 -0.1905
H 1.094835 1.562975 -7.190486 0.2172 -0.2977 0.0892
H -0.133365 2.447555 -6.403456 -0.4400 -0.1679 0.1025
H 2.997945 1.328855 -6.087586 0.3233 -0.4239 -0.1828
H 3.408695 1.445925 -4.546036 -0.2349 0.2814 0.5456
C 5.341765 0.882385 3.046344 -0.4914 0.7375 0.8586
O 5.666455 -0.205825 3.856224 0.5265 -1.2223 0.5128
C 6.183825 -1.371865 3.220804 -0.2187 0.7776 -1.0848
C 5.232065 -1.948915 2.113114 -0.6406 1.0331 1.8533
C 3.917065 -2.332755 2.752204 -0.6956 1.0522 0.5480
N 5.824515 -3.093295 1.614604 2.1709 -1.8912 -1.9903
H 6.084735 1.239435 2.333174 0.2236 -0.5946 -0.2986
H 5.244865 1.695235 3.766054 -0.1294 0.2352 -0.0449
H 4.350965 0.758875 2.609124 0.0333 -0.0359 -0.5244
H 7.175695 -1.137775 2.834154 0.0223 0.1724 -0.7429
H 6.448105 -2.136185 3.951604 -0.7597 0.0016 0.4517
H 5.061615 -1.213695 1.326674 0.2767 0.0804 -0.1002
H 3.551155 -1.481755 3.326674 -0.1172 -0.1586 0.5506
H 4.132065 -3.201005 3.375094 -0.3803 0.1058 0.2982
H 3.090445 -2.557485 2.078184 0.2950 -0.2827 -0.4335
H 5.431205 -3.441065 0.751784 -0.0304 -0.0455 0.1195
H 5.929145 -3.845975 2.279904 -0.1603 0.0510 0.0040
C -3.601955 0.381445 1.279264 0.0093 1.0716 -1.0581
O -2.568515 0.392075 0.247084 -0.6096 -0.1954 2.0530
C -1.316115 -0.123695 0.703204 -0.0132 0.4447 -0.6778
C -0.301205 0.345055 -0.309136 0.8458 -0.0031 -0.7372
C 0.899875 -0.557865 -0.300996 1.8754 0.1104 0.8790
N 0.133725 1.771445 -0.110736 -0.8137 -0.7318 -0.3521
H -4.349215 1.046695 0.846654 -0.3670 -0.2254 0.0632
H -3.322895 0.869045 2.213324 0.6228 -0.2113 -0.0404
H -4.053475 -0.590115 1.479984 0.2956 -0.2370 -0.1694
H -1.044575 0.239245 1.694484 -0.2113 0.2219 0.2052
H -1.344575 -1.212315 0.750104 -0.0426 -0.2131 -0.1251
H -0.695785 0.092545 -1.293336 -0.7439 0.8247 -0.3111
H 0.886255 -1.412565 -0.977316 -0.5259 -0.1556 0.3598
H 1.162735 -0.821465 0.723464 -0.1957 -0.6886 0.1854
H 1.824775 -0.046645 -0.568026 -0.0981 0.5084 -0.4531
H 0.678715 2.050845 -0.913876 1.2166 -0.6572 -0.1231
H -0.602935 2.413675 -0.365676 -1.1513 0.0583 0.7661
C -4.315335 0.504635 4.851854 0.5320 0.1328 1.3283
C -5.641905 1.257375 4.921594 2.9676 2.4048 -0.4038
C -5.865995 1.856585 3.551844 -0.7583 -0.6688 -1.1833
O -6.641125 0.495315 5.381594 -2.4345 -1.8527 0.1567
H -3.504235 1.164395 4.543744 -0.0301 -0.1097 -0.6545
H -4.399385 -0.423695 4.286854 0.0003 0.2824 -0.4843
H -3.953985 0.178025 5.826974 -0.3851 -0.0573 0.3551
H -5.618035 2.093025 5.621044 0.6370 0.1158 0.2205
H -5.691495 1.069565 2.818184 -0.0845 -0.3588 -0.1891
H -5.190505 2.637385 3.202324 -0.0365 0.2517 0.6292
H -6.909275 2.129485 3.393094 -0.0127 0.4608 0.1757
H -6.971845 0.029725 4.609944 -0.4587 -0.5415 0.1402
C 4.611695 2.081925 -0.238146 -0.3947 0.8227 -0.6483
C 5.116595 2.252935 -1.693886 -0.0425 -1.7257 0.7651
C 6.578785 1.773405 -1.797136 -0.4785 0.3340 -0.6936
O 4.317675 1.393825 -2.518726 0.8733 -0.2613 -0.1948
H 5.133615 2.736485 0.459894 0.2276 -0.2447 0.1066
H 4.608555 1.035175 0.065824 0.5507 0.0071 -0.0567
H 3.560855 2.362525 -0.166696 -0.2405 0.2300 -0.1111
H 5.012905 3.258575 -2.101376 0.1419 0.3354 0.3986
H 7.246965 2.507355 -1.346636 0.0385 -0.1160 0.1162
H 6.847095 1.669345 -2.848456 0.0225 0.2404 -0.1246
H 6.750145 0.778385 -1.386426 -0.2705 0.1169 0.3911
H 3.386845 1.535745 -2.331646 -0.3420 0.2329 0.0159
C 1.395915 1.047255 3.539404 0.2806 1.0829 0.2011
C 0.887485 2.528685 3.675564 -0.2429 -1.8232 -0.3301
C 1.844805 3.578825 3.180294 0.3703 -0.3997 -0.0944
O -0.307965 2.540535 2.952544 -1.7460 0.7625 0.1191
H 0.606185 0.345435 3.807484 -0.0023 0.1725 0.5126
H 2.294465 0.905995 4.140034 0.0253 -0.3564 -0.0245
H 1.591825 0.803785 2.495154 0.3619 0.3078 -0.1982
H 0.610515 2.691065 4.717204 0.0255 0.1213 0.0758
H 1.527435 4.614635 3.300544 -0.2199 -0.1514 0.3831
H 1.955195 3.433295 2.105704 0.3861 -0.1224 -0.0850
H 2.777525 3.395275 3.713624 0.3324 0.3723 -0.2641
H -0.170815 2.248545 2.048364 0.4752 0.0214 -0.5085
C 3.943995 -5.531005 -1.883886 1.1280 -1.3122 2.0546
C 2.463295 -5.354965 -1.845736 0.2978 1.6074 -1.4202
C 1.994535 -4.036115 -1.275746 -0.2896 -0.6205 1.2503
O 2.209795 -5.273235 -3.221326 -1.6300 -0.6685 -2.0029
H 4.165785 -6.524045 -2.274786 0.0310 0.2009 -0.5686
H 4.402565 -5.597885 -0.897306 0.1204 0.4141 0.3487
H 4.439795 -4.743265 -2.451116 -0.1063 -0.0726 -0.0209
H 1.875525 -6.185635 -1.455096 0.2622 -0.0793 0.0603
H 1.958295 -4.229985 -0.203736 -0.0025 0.8304 0.3695
H 0.988025 -3.797615 -1.619466 -0.0522 -0.1917 0.0104
H 2.631485 -3.188775 -1.529536 0.2678 -0.1188 0.1063
H 2.632465 -4.471655 -3.538216 -0.0249 0.0421 -0.1538
C -3.273025 4.206865 0.958594 -1.4536 0.2922 2.1726
C -3.030405 3.789425 -0.418306 -1.0209 -0.3866 -1.0114
C -4.070005 4.411205 -1.372096 0.4636 -0.6462 -0.5737
O -1.712395 4.086705 -0.754676 1.1426 0.7452 -0.7996
H -4.319185 4.121035 1.252344 -0.3516 -0.5279 -0.2268
H -3.191585 5.286485 1.084584 0.8162 0.1725 -0.0038
H -2.732585 3.635685 1.713434 0.4572 0.3089 -0.0804
H -3.030635 2.703285 -0.510006 -0.5396 -0.1375 -0.0073
H -4.208355 5.491525 -1.328836 0.1573 0.0787 0.5755
H -5.031905 3.920255 -1.224416 -0.0749 0.1075 0.0183
H -3.753355 4.228285 -2.398926 -0.0497 -0.2254 -0.1190
H -1.612165 5.024335 -0.574636 0.4276 0.2329 -0.0193
C -1.950075 -3.228915 -3.068956 0.6378 -0.9592 0.0220
C -3.236285 -3.832985 -2.558086 -0.0363 0.5548 0.3670
C -3.285935 -3.832935 -1.039426 0.6019 -0.3526 0.4108
O -4.281665 -3.044295 -3.035526 -1.1879 -0.2227 -0.7939
H -1.141705 -3.930065 -2.861546 0.3648 0.1577 0.1404
H -1.753115 -2.275865 -2.578026 0.0537 0.1339 -0.1207
H -1.984665 -3.142485 -4.154966 -0.1080 0.2962 0.0536
H -3.343905 -4.837675 -2.966886 -0.2006 -0.0558 0.0276
H -4.198855 -4.203185 -0.572966 -0.1401 -0.1418 -0.4340
H -3.149155 -2.817035 -0.668836 0.0772 0.1944 -0.0506
H -2.454215 -4.429745 -0.665026 0.1219 -0.0839 0.2309
H -4.145095 -2.160455 -2.686566 -0.1453 0.4872 0.2866
C -2.233165 -2.520135 4.016834 -0.6588 -0.3365 -0.3443
C -1.781105 -3.507095 2.948184 0.5915 1.3148 -0.2823
C -0.292205 -3.622185 2.938504 1.3777 -0.0833 -0.0419
O -2.369445 -4.719455 3.257124 -0.8722 -1.2483 0.3521
H -3.309275 -2.359135 3.952414 -0.0839 -0.1285 -0.0391
H -1.778645 -1.531175 3.957914 0.3486 -0.1973 0.0791
H -2.054235 -3.038325 4.958944 0.1840 0.4128 0.2333
H -2.052685 -3.207415 1.935984 -0.4801 0.3446 -0.1440
H 0.076715 -4.339155 2.205054 -0.1990 -0.2617 -0.0990
H 0.102705 -3.931355 3.906264 -0.0869 -0.0039 0.1340
H 0.204805 -2.691455 2.664974 -0.1262 0.2877 0.0828
H -2.319175 -5.305515 2.498444 0.0403 -0.0770 -0.0198
C -2.873405 0.864565 -3.501076 -0.4790 -0.6634 1.4062
C -4.223975 0.650265 -2.731676 -0.7529 -0.3688 -2.2333
C -5.317055 0.169485 -3.730696 0.1787 -0.3025 0.4622
O -4.181255 -0.428025 -1.786156 0.1061 0.8750 -0.5914
H -2.132595 1.345025 -2.861976 0.0085 0.1550 0.1441
H -2.939085 1.438605 -4.425336 -0.3034 -0.1759 0.0178
H -2.515865 -0.153185 -3.657456 0.1933 0.0271 -0.5382
H -4.555535 1.598185 -2.307856 0.0261 -0.0411 0.5279
H -6.188165 -0.185655 -3.180106 -0.1035 0.3335 0.2003
H -4.975805 -0.741005 -4.223296 0.2807 0.0928 -0.2662
H -5.651815 0.882245 -4.484356 0.2864 0.1724 0.1107
H -3.633365 -0.123855 -1.058906 0.6011 -0.1613 0.4319
```
Forces are in eV/Å.

Results of the Löwdin charge analysis, in e, for atoms 1 through 5: -0.045, -0.244, -0.194, -0.469, -0.067

Record 2
Molecular formula: C17H21AsMgN8O
Method: DFT, ωB97M-V with the def2-TZVPD basis set

Properties
Net charge: 0

The geometry in XYZ format:
```
49
Properties=species:S:1:pos:R:3:forces:R:3
Mg -0.058445 -0.851256 0.504721 0.9679 0.7616 -0.2952
C -2.764981 2.192496 -0.868756 0.6949 -0.1123 0.0581
C -1.502714 2.895866 -0.312083 -0.7839 -0.6612 -0.9739
As 0.043227 1.779317 -0.538369 -0.1148 -0.8249 0.9769
C 1.402959 3.066017 -0.123065 -0.0423 0.3221 1.5775
C 1.476146 3.430396 1.405389 -0.2191 0.3872 -1.5700
C 0.202748 1.603662 -2.447635 -0.4658 -1.3145 0.3410
C 0.211249 2.892627 -3.168312 1.3243 1.3602 -0.6666
H -3.701177 2.685501 -0.619668 0.0659 0.3078 -0.1898
H -2.834233 1.205389 -0.417972 -0.0651 -0.2742 0.0218
H -2.670647 2.032364 -1.958767 -0.2316 0.2284 0.4861
H -1.556578 3.115405 0.731034 -0.2658 0.2350 0.7099
H -1.266610 3.788827 -0.857151 -0.1342 0.7232 -0.1450
H 1.230032 3.955897 -0.697091 -0.2024 0.4866 -0.3152
H 2.333449 2.664349 -0.448809 0.9058 -0.3351 -0.2444
H 0.474114 3.660645 1.775656 0.2064 0.1947 0.1020
H 2.140595 4.301950 1.502998 -0.3465 -0.2830 0.2254
H 1.868634 2.617553 1.977679 0.2852 -0.5097 0.3941
H -0.677553 0.983407 -2.769376 1.0482 0.3302 0.2318
H 1.125129 1.014900 -2.540089 -0.2529 0.0452 -0.4929
H -0.686797 3.410502 -2.951591 -1.1969 0.5299 -0.0956
H 0.265397 2.721397 -4.247643 0.0694 0.2542 0.1049
H 0.994162 3.645936 -2.865963 -0.3681 -1.1067 -0.3734
N 1.744359 -1.613488 -1.287298 -0.1281 -0.8693 -0.2467
C 0.513327 -1.927557 -1.892723 0.3906 0.8421 0.2807
O -0.445460 -1.202917 -1.469231 -0.5495 -0.4393 0.4820
C 0.413133 -2.934035 -2.830952 0.6448 -0.4087 -0.1383
C -0.839992 -3.497257 -3.159777 -0.8820 0.1613 0.5779
N -1.934545 -3.870669 -3.200485 0.4508 0.0617 -0.2165
C 1.621741 -3.439300 -3.376236 1.6688 -0.5079 -1.2353
N 2.638334 -3.743894 -3.867048 -1.6345 0.3726 0.9969
H 1.904798 -0.611436 -1.253741 0.4358 -0.3178 -0.1638
H 2.533494 -2.232491 -1.530565 -0.4386 0.8927 0.1904
N -1.827317 -3.191920 0.167313 0.5550 0.8636 1.9316
C -2.506094 -4.163673 0.761108 -0.5153 -0.6669 -1.0110
C -2.184648 -4.182308 2.091501 0.0833 -0.3836 0.9716
C -1.317925 -3.087922 2.242179 0.9444 -0.5211 0.9714
N -1.086894 -2.474797 1.082979 -1.0334 -1.0272 -0.2996
H -1.909878 -2.844586 -0.749151 -0.0632 0.3524 -1.4183
H -3.156960 -4.764039 0.131239 0.1667 -0.0554 0.3885
H -2.458132 -4.947424 2.846063 0.1373 0.9420 -0.7121
H -0.726237 -2.841695 3.145928 -0.6513 0.1223 -0.7586
N 1.191917 -0.510410 2.134604 0.1677 0.1939 1.6297
C 1.506578 -0.333937 3.264158 -0.6200 -0.4714 -1.5267
C 1.840744 -0.177019 4.595720 -0.0802 0.2382 -1.0707
C 1.566819 -1.187153 5.518835 0.0229 -0.2723 0.0249
N 1.370961 -2.017768 6.285426 -0.2494 -0.5577 0.4512
C 2.486673 1.000519 5.000517 0.2059 0.5273 -0.0499
N 3.013098 1.984028 5.284502 0.0931 0.1837 0.0832
```
Forces are in eV/Å.

Results of the Löwdin charge analysis, in e, for atoms 1 through 5: 0.625, -0.145, -0.414, 1.171, -0.415

Record 3
Molecular formula: C2H6NO2S
Method: DFT, ωB97M-V with the def2-TZVPD basis set

Properties
Net charge: -1
Structure (SMILES): C=[S@](=O)([O-])NC

The geometry in XYZ format:
```
12
Properties=species:S:1:pos:R:3:forces:R:3
C -0.417303 -1.720842 0.143458 -0.5870 0.4249 0.4387
S -1.138338 -0.127486 0.053308 0.5424 0.2904 0.5995
O -1.499680 0.460787 1.366937 1.1683 -0.1670 -1.3685
O -2.146513 0.018671 -0.976895 -0.5041 -0.8765 -0.1198
N 0.061345 0.943097 -0.767631 0.1522 0.6570 3.8345
C 1.327903 1.090322 0.031937 -2.4359 0.8084 2.2473
H -1.203192 -2.321368 -0.315948 0.1523 -0.1627 -0.2933
H -0.231347 -2.141107 1.175437 -0.2673 1.1067 -0.8763
H 0.473685 0.362255 -1.415321 -0.0984 -1.9850 -2.6105
H 1.032946 1.555626 1.055845 0.8148 -0.5653 -1.7286
H 1.824552 0.143147 0.217544 0.1104 -0.2932 0.0111
H 1.915938 1.736895 -0.568671 0.9524 0.7622 -0.1339
```
Forces are in eV/Å.

Results of the Löwdin charge analysis, in e, for atoms 1 through 5: -0.327, 0.489, -0.427, -0.422, -0.210

The records above yield HOMO energy values of -8.906, -8.405, -3.197 eV, respectively.
The records above yield energy relative to the best compared isomer or geometry (same formula, charge and spin) values of 1.994, 0.583, 3.892 eV, respectively.
The records above yield electronic energy values of -2421.57133, -3609.58191, -683.18261 Eh, respectively.